*A*
13
Properties=species:S:1:pos:R:3:nbo_charge:R:1 method="wB97M-V/def2-TZVPD" homo_lumo_gap_ev=8.1 e_lumo_ev=-1.7
O 0.74 -1.70 -1.61 -0.51
H -1.52 2.04 -0.57 0.28
Cl -2.70 -0.13 0.29 -0.11
H 2.06 -0.21 1.63 0.48
S 1.35 1.97 -0.16 0.02
C 0.61 -0.86 0.60 -0.11
H -1.00 0.19 -1.58 0.27
C 0.21 0.63 0.12 -0.01
O 1.44 -1.06 1.71 -0.67
C 1.26 -1.50 -0.58 0.43
H 2.37 -1.79 -0.56 0.13
C -1.20 0.70 -0.62 -0.44
H -0.37 -1.36 0.76 0.23



*B*
13
Properties=species:S:1:pos:R:3:nbo_charge:R:1 method="wB97M-V/def2-TZVPD" homo_lumo_gap_ev=8.2 e_lumo_ev=-0.8 smiles="O[C@@H]1C(=S)[C@H](O)[C@@H]1Cl"
H -0.83 -1.81 -0.28 0.24
H 0.51 -1.20 1.66 0.20
H 1.82 0.68 0.03 0.49
C 0.56 -0.47 0.88 0.03
C -0.61 0.51 1.02 -0.10
O -0.05 1.40 -0.98 -0.70
C -0.88 0.39 -0.47 0.00
O 1.82 0.05 0.78 -0.67
Cl 0.87 -1.30 -1.82 -0.02
H 0.33 1.10 -1.80 0.48
H -1.91 0.48 -0.80 0.19
S -1.46 1.11 2.23 0.15
C -0.15 -0.94 -0.45 -0.28



Computed energies relative to the best structure, in kcal/mol: *A* 43.0; *B* 0.0



*A*
72
Properties=species:S:1:pos:R:3:lowdin_charge:R:1 method="wB97M-V/def2-TZVPD" homo_lumo_gap_ev=6.5 e_lumo_ev=-0.3
C 1.65 2.25 2.13 -0.06
H -1.89 -4.08 -4.70 0.10
H -0.43 -3.45 2.71 0.10
C 2.56 0.43 -0.75 -0.09
H -1.02 3.95 -4.38 0.10
C -3.30 2.36 4.06 -0.11
C 2.13 1.19 2.83 -0.04
C 1.45 -2.38 -3.77 -0.10
H -1.52 7.67 4.46 0.08
C -0.82 1.55 -2.00 -0.29
H -3.28 2.45 5.15 0.07
C -1.59 4.67 1.55 -0.33
H 5.37 -0.70 0.77 0.10
H -1.79 -2.52 -2.78 0.10
C -0.34 -1.46 1.98 -0.57
H -2.85 1.40 3.79 0.05
H 2.07 1.36 -1.03 0.11
C -2.13 4.54 4.26 -0.02
C 4.42 -0.72 0.26 -0.08
H 2.39 -1.90 -3.51 0.11
H -0.40 5.42 -0.08 0.09
H 4.31 -2.87 0.23 0.10
C 0.21 2.20 -4.52 -0.08
H 1.70 -3.23 3.98 0.10
H -1.95 3.37 -2.18 0.07
C 1.97 -1.19 3.46 -0.03
H 1.26 0.33 -4.43 0.10
C 1.96 -0.79 -1.06 -0.36
H 2.29 -3.47 -5.41 0.11
P 0.27 -0.84 -1.72 1.07
H 0.15 -4.55 -6.01 0.10
Te -3.11 2.04 0.82 0.98
C -1.21 2.73 -2.63 -0.11
H -1.16 3.85 -0.37 -0.01
H -4.34 2.32 3.75 0.07
H -2.13 5.31 -0.43 0.09
C 0.19 -3.87 -5.18 -0.08
C 2.60 -1.97 -0.69 -0.10
C -0.95 -3.60 -4.44 -0.08
C -0.98 6.74 4.68 -0.05
C 0.56 2.10 1.25 -0.11
H -1.16 6.49 5.73 0.07
C 0.58 1.01 -3.93 -0.07
C 1.48 -0.07 2.73 -0.17
C -2.57 3.51 3.43 -0.32
C 1.32 -2.39 3.43 -0.08
Rh -1.37 0.57 -0.36 0.34
H 0.60 2.47 -5.50 0.10
H 0.26 2.95 0.65 0.08
H -2.34 4.48 5.32 0.11
C 0.13 -2.52 2.69 -0.13
H 0.08 6.95 4.56 0.08
C 3.82 -1.94 -0.05 -0.08
H 4.24 1.41 0.14 0.11
C -2.30 3.58 2.05 -0.49
C -1.30 4.82 0.09 -0.10
C -1.43 5.64 3.77 -0.27
C 0.33 -0.20 1.91 -0.21
C -0.07 0.90 1.09 -0.28
C -0.90 -2.72 -3.37 -0.09
C 0.07 0.70 -2.67 -0.39
C -0.70 3.04 -3.88 -0.08
H 2.86 -1.06 4.06 0.11
H 2.12 3.23 2.22 0.11
H 2.13 -2.93 -0.91 0.11
C 3.78 0.46 -0.10 -0.08
Br -2.03 -1.66 1.11 0.77
H 2.99 1.28 3.48 0.11
C -1.16 5.68 2.41 -0.02
C 0.30 -2.10 -3.03 -0.36
C 1.39 -3.26 -4.84 -0.08
H -0.61 6.52 2.00 0.12



*B*
72
Properties=species:S:1:pos:R:3:lowdin_charge:R:1 method="wB97M-V/def2-TZVPD" homo_lumo_gap_ev=6.3 e_lumo_ev=-0.4
C 3.73 -0.40 2.66 -0.08
C 3.40 5.56 0.18 -0.08
C -2.43 -2.97 -2.06 -0.32
C -3.51 -4.27 -0.31 -0.27
H 3.86 1.53 -0.12 0.11
C -2.03 3.75 2.33 -0.09
H 4.47 -3.03 -1.63 0.10
H 0.10 3.82 2.67 0.11
C 2.41 -0.19 3.02 -0.07
H -2.27 4.33 3.22 0.10
C 2.13 1.28 1.13 -0.35
H 5.28 0.05 1.24 0.11
H 2.23 5.90 -2.98 0.11
H 1.14 3.76 -2.37 0.09
C 1.58 -2.27 0.01 -0.16
C 2.80 -2.90 -0.30 -0.03
C -0.44 2.72 0.90 -0.37
Rh -0.53 1.18 -1.37 0.34
H 3.15 -3.69 0.35 0.11
C -0.39 -2.07 1.39 -0.06
C -3.76 -1.85 -0.38 -0.33
H 2.00 -0.68 3.90 0.11
H -2.89 -6.17 0.49 0.08
H -1.21 -4.00 -3.49 0.07
C 4.25 0.22 1.53 -0.08
C -0.70 3.46 2.04 -0.08
H 3.58 -1.29 -3.17 0.10
H -4.44 -6.21 -0.33 0.08
C -2.96 -1.79 -1.53 -0.51
H -1.73 -0.47 0.90 0.10
H -3.58 2.28 -0.32 0.07
C -3.04 3.34 1.47 -0.08
C -2.77 2.58 0.34 -0.12
C -2.71 -4.18 -1.45 -0.02
C -4.02 -3.09 0.21 -0.03
H 3.68 7.05 -1.34 0.10
C -0.82 -0.97 0.63 -0.11
C -3.80 -5.60 0.32 -0.05
H 2.96 3.93 1.50 0.11
H 4.36 -1.06 3.25 0.10
C -0.09 -0.51 -0.44 -0.29
H -3.77 0.24 0.11 -0.01
H -5.36 -0.43 -0.22 0.09
H 0.57 0.81 2.54 0.11
C 3.20 6.12 -1.07 -0.08
Te -2.57 0.04 -2.55 0.93
C 1.77 4.28 -1.66 -0.09
H -0.62 -2.38 -3.08 0.04
C -4.39 -0.64 0.24 -0.09
C 0.80 -2.69 1.11 -0.04
C 2.38 5.47 -1.99 -0.08
C 3.04 -1.54 -2.27 -0.13
H -4.32 -5.48 1.27 0.07
C -1.45 2.23 0.06 -0.30
H 4.04 6.06 0.90 0.10
C 1.87 -0.92 -1.97 -0.57
C 1.10 -1.20 -0.81 -0.22
Br 1.19 0.33 -3.26 0.80
C 3.45 1.05 0.77 -0.09
C 1.96 3.72 -0.39 -0.34
H 1.16 -3.51 1.72 0.11
H -2.29 -5.09 -1.87 0.11
H -1.00 -2.41 2.22 0.11
C 2.79 4.37 0.52 -0.09
C -1.51 -2.98 -3.26 -0.10
H -2.00 -2.55 -4.14 0.06
P 1.05 2.21 0.02 1.03
C 3.53 -2.54 -1.40 -0.08
C 1.61 0.65 2.26 -0.08
H -4.64 -3.13 1.10 0.11
H -4.06 3.61 1.70 0.10
H -4.56 -0.79 1.31 0.08



Computed energies relative to the best structure, in kcal/mol: *A* 13.2; *B* 0.0



*A*
12
Properties=species:S:1:pos:R:3:nbo_charge:R:1 method="wB97M-V/def2-TZVPD" homo_lumo_gap_ev=8.0 e_lumo_ev=-0.7 smiles="S=C1CCSC1"
S -0.77 0.39 -2.10 0.08
C 0.86 0.90 -0.10 -0.67
H -1.90 0.11 1.01 0.25
C -1.20 -0.64 0.47 -0.51
H -0.04 -2.35 0.90 0.22
H -1.89 -1.35 0.19 0.24
H 1.74 0.57 -0.75 0.25
C -0.11 -1.28 1.35 -0.52
H 0.49 1.98 -0.30 0.27
H -0.20 -1.60 2.54 0.24
S 1.17 0.16 1.46 0.20
C -0.30 0.00 -0.59 -0.05



*B*
12
Properties=species:S:1:pos:R:3:nbo_charge:R:1 method="wB97M-V/def2-TZVPD" homo_lumo_gap_ev=9.7 e_lumo_ev=0.7 smiles=C#C[C@@H](S)CS
H -1.07 -0.18 1.69 0.25
C 0.91 -0.14 1.02 -0.51
S -1.13 -1.46 -0.36 -0.01
H 1.01 0.68 1.73 0.22
H 3.09 -0.23 0.04 0.13
H 1.28 -1.09 1.41 0.24
C -0.58 -0.07 0.73 -0.40
H -1.71 3.17 -0.76 0.24
H -2.44 -1.25 -0.19 0.13
S 1.91 0.15 -0.48 -0.04
C -1.03 1.22 0.16 -0.03
C -1.42 2.28 -0.31 -0.22



*C*
12
Properties=species:S:1:pos:R:3:nbo_charge:R:1 method="wB97M-V/def2-TZVPD" homo_lumo_gap_ev=8.1 e_lumo_ev=-0.1
S 0.51 1.10 5.16 0.20
C 0.88 0.02 0.88 -0.33
C 0.08 0.58 -0.08 -0.22
H -1.48 -0.35 -1.54 0.22
C -1.32 0.06 -0.46 -0.65
H 0.26 1.35 -0.74 0.20
H 0.73 -0.77 1.54 0.21
H -2.06 0.88 -0.39 0.21
H -1.78 -0.87 0.05 0.22
S 2.49 0.64 1.23 0.03
C 1.83 0.49 4.76 -0.21
H 2.68 -0.23 2.19 0.13



Computed energies relative to the best structure, in kcal/mol: *A* 9.4; *B* 0.0; *C* 32.0



*A*
8
Properties=species:S:1:pos:R:3:nbo_charge:R:1 method="wB97M-V/def2-TZVPD" homo_lumo_gap_ev=10.9 e_lumo_ev=-0.5 smiles="N#CS(=O)(=O)NCl"
Cl -0.18 -2.12 -0.13 0.17
N -3.26 -0.91 1.36 -0.17
O -1.20 1.78 -0.38 -0.86
S -1.53 0.41 -0.50 2.15
C -2.68 -0.14 0.74 -0.08
O -1.98 -0.14 -1.88 -0.83
N -0.15 -0.42 0.14 -0.80
H 0.57 0.03 -0.53 0.41



*B*
8
Properties=species:S:1:pos:R:3:nbo_charge:R:1 method="wB97M-V/def2-TZVPD" homo_lumo_gap_ev=11.1 e_lumo_ev=-0.8 smiles="N#CS(=O)(=O)NCl"
N 1.96 1.76 -1.65 -0.22
C 1.15 1.87 -0.84 -0.10
H -0.06 -0.29 -0.24 0.39
O 0.44 2.46 1.58 -0.84
S -0.07 1.70 0.46 2.24
O -1.40 1.85 -0.08 -0.85
N 0.09 0.04 0.66 -0.77
Cl 1.75 -0.40 1.18 0.15



Computed energies relative to the best structure, in kcal/mol: *A* 14.1; *B* 0.0



*A*
90
Properties=species:S:1:pos:R:3:lowdin_charge:R:1 method="wB97M-V/def2-TZVPD" homo_lumo_gap_ev=10.0 e_lumo_ev=0.0 smiles=OCCO.OCCO.OCCO.OCCO.OCCO.OCCO.OCCO.OCCO.OCCO
H -2.83 4.53 5.27 0.12
C 3.11 -0.09 -7.99 -0.19
O -0.48 1.39 1.00 -0.09
O -6.56 -5.57 -1.53 -0.07
H -1.81 0.02 -1.80 0.12
C -3.64 3.85 5.52 -0.24
C -0.43 0.76 -0.33 -0.22
H 5.33 1.64 4.50 0.08
H 5.13 1.64 6.65 0.11
O -4.37 -6.15 6.05 -0.07
O -4.70 4.24 3.40 -0.07
H 2.59 9.34 -0.41 0.12
H -4.38 -6.82 5.37 0.08
C -1.82 0.38 -0.77 -0.22
H 5.84 4.12 -1.76 0.12
H -3.22 -4.90 4.72 0.12
H -5.57 4.23 3.00 0.08
H 4.59 8.34 -0.20 0.08
H -1.33 -4.92 -3.27 0.11
H 6.16 2.06 -2.28 0.08
H 3.47 1.25 6.50 0.11
H -3.90 4.16 6.53 0.11
H 0.00 -7.60 -3.39 0.12
O 4.34 8.87 0.56 -0.07
H -7.99 -4.40 -2.29 0.12
C -3.32 -5.21 5.76 -0.23
H 1.43 0.91 -7.88 0.06
H 3.86 1.84 -8.05 0.12
H 0.20 -5.06 -2.55 0.11
O -9.44 -6.33 -3.71 -0.07
O 6.69 6.21 -3.39 -0.10
H 0.24 -4.38 -4.67 0.08
C -7.50 -5.34 -2.53 -0.28
H -2.47 1.25 -0.85 0.11
O 5.94 2.62 -3.02 -0.07
C -4.98 4.18 4.79 -0.25
H -1.90 -5.70 7.35 0.12
H 0.01 1.44 -1.06 0.11
C 4.81 -0.53 6.25 -0.27
C -0.43 -5.54 -3.30 -0.27
H -2.74 -6.82 -2.87 0.08
H 6.78 6.75 -4.18 0.08
C 3.58 1.11 -8.81 -0.32
H 2.59 6.89 0.37 0.12
H -5.71 3.41 5.01 0.12
H 7.52 3.77 -2.36 0.12
H -7.82 -7.41 -3.07 0.12
H -5.38 5.15 5.11 0.11
C -1.95 -5.64 6.26 -0.25
O 2.65 1.61 -9.66 -0.04
H 7.02 4.65 -4.66 0.12
O 1.88 0.33 -7.26 -0.08
O -1.45 -6.89 5.80 -0.07
H 2.40 0.84 -10.19 0.10
H 5.34 5.04 -4.03 0.12
H -3.66 -4.33 6.31 0.12
H 3.86 -0.46 -7.28 0.12
H -1.70 -7.49 6.51 0.08
C -8.39 -6.54 -2.73 -0.22
C 4.45 0.99 6.08 -0.21
O -2.43 -0.55 0.20 -0.08
C -0.79 -6.99 -2.95 -0.23
O 4.43 1.39 4.70 -0.08
H -2.90 2.32 4.62 0.08
O 5.12 -0.83 7.56 -0.07
H 0.48 6.99 1.39 0.08
H -6.91 -5.15 -3.42 0.12
C 2.90 9.03 0.59 -0.24
O -3.31 2.46 5.47 -0.05
H -2.51 0.02 0.97 0.07
H 2.57 9.76 1.33 0.13
H -0.68 -7.18 -1.88 0.11
C 6.47 3.86 -2.62 -0.25
H -8.78 -6.91 -1.78 0.12
H 2.98 -0.94 -8.66 0.10
H 5.43 -1.74 7.50 0.09
H 0.44 1.45 1.24 0.07
O 0.26 -5.32 -4.50 -0.06
H 2.64 7.52 1.96 0.12
H -9.86 -7.19 -3.73 0.07
H -6.15 -4.75 -1.27 0.09
H 5.76 -0.79 5.78 0.12
C 6.39 4.87 -3.80 -0.22
O -2.09 -7.24 -3.44 -0.06
O 0.84 7.83 1.11 -0.06
H 0.22 -0.11 -0.20 0.12
H 3.99 -1.17 5.91 0.12
H -1.21 -4.95 5.86 0.12
H 4.47 0.89 -9.42 0.12
C 2.26 7.74 0.96 -0.28



*B*
90
Properties=species:S:1:pos:R:3:lowdin_charge:R:1 method="wB97M-V/def2-TZVPD" homo_lumo_gap_ev=9.4 e_lumo_ev=0.5 smiles=OCCO.OCCO.OCCO.OCCO.OCCO.OCCO.OCCO.OCCO.OCCO
H -0.52 0.39 6.43 0.08
H 7.19 -0.09 -1.83 0.09
H -1.80 3.24 2.90 0.12
H -1.17 -2.46 5.47 0.12
H 1.56 -1.48 0.96 0.12
H 4.15 2.69 1.66 0.11
H 3.41 0.39 2.77 0.11
H 6.58 -1.80 -0.54 0.12
C -1.95 -1.82 5.07 -0.26
C -0.28 1.04 -3.28 -0.22
H 2.94 -1.13 -1.85 0.01
H 0.85 -0.71 -0.50 0.11
H 3.89 0.33 -1.23 0.07
O 0.73 0.39 1.19 -0.06
H 3.73 -0.38 -5.49 0.12
H -0.85 -1.64 1.79 0.11
C 4.67 -0.86 0.12 -0.19
H -2.35 -0.98 -1.54 0.02
H -2.64 -2.70 6.47 0.08
C -6.05 0.56 0.55 -0.24
H 0.79 1.11 0.57 0.06
C 3.40 -0.38 -4.46 -0.20
H 4.34 2.23 4.62 0.09
H -6.37 0.47 -0.49 0.11
O -1.34 1.94 -3.49 -0.07
C 3.29 -1.73 -3.70 -0.21
H 4.28 1.29 -3.95 0.09
H 5.13 -0.28 0.92 0.11
H -0.83 -0.11 4.41 0.11
H -3.65 -2.23 -3.76 0.12
H -0.59 0.40 -2.45 0.10
H -2.09 1.39 -3.73 0.07
O 4.18 0.41 -3.58 -0.08
H -2.09 -2.03 4.01 0.09
C -5.29 -0.78 0.82 -0.19
H 0.41 -0.76 -4.32 0.10
H 0.62 1.62 -3.07 0.12
C -1.75 3.08 1.82 -0.22
C 5.78 -1.17 -0.94 -0.22
H -0.60 -2.56 0.39 0.11
C -3.23 -2.31 -2.76 -0.16
O -1.00 -3.09 -3.46 -0.06
H -1.69 1.99 1.88 0.11
H -5.40 1.44 0.59 0.12
H -4.58 -0.59 2.55 0.09
O -4.18 -0.57 1.68 -0.08
C -2.15 -3.41 -2.69 -0.21
C 0.76 -0.85 0.58 -0.24
O 3.59 -0.18 -0.47 -0.09
H 2.75 4.54 2.42 0.07
H 2.53 2.30 1.42 0.08
C 3.47 1.38 3.23 -0.26
O -2.96 3.66 1.22 -0.06
C -0.65 -1.53 0.73 -0.22
C -1.68 -0.24 5.08 -0.21
H 4.29 -1.77 0.60 0.12
H -2.54 0.34 4.76 0.11
H 2.56 1.38 3.83 0.11
O 6.40 0.05 -1.31 -0.06
H -2.79 3.54 0.29 0.06
H -1.75 -3.51 -1.68 0.11
O 4.60 1.54 4.01 -0.04
O -1.44 0.10 6.43 -0.07
C -0.48 3.69 1.30 -0.25
O -0.24 3.18 0.01 -0.07
C -0.22 0.11 -4.52 -0.25
H -1.10 -3.43 -4.35 0.10
H -0.58 4.77 1.25 0.13
O 2.91 3.80 3.01 -0.08
H -0.62 3.77 -0.64 0.09
O -7.17 0.73 1.36 -0.06
O -2.76 -0.92 -2.41 -0.11
H -2.71 -4.27 -3.05 0.12
H 0.36 3.41 1.93 0.10
H 4.22 -2.22 -3.40 0.10
H -4.93 -1.33 -0.04 0.10
O -1.62 -0.85 0.02 -0.06
H -2.30 -0.65 0.66 0.07
H -7.74 1.44 1.06 0.09
O -1.40 -0.59 -4.72 -0.09
H 5.39 -1.71 -1.80 0.09
O 2.50 -1.67 -2.50 -0.08
H 2.74 -2.45 -4.31 0.11
H 2.44 0.14 -4.47 0.09
H -1.59 -1.10 -3.93 0.02
H 0.07 0.68 -5.40 0.12
C 3.21 2.59 2.22 -0.18
O -3.08 -2.21 5.78 -0.05
H -5.94 -1.54 1.27 0.12
H -3.99 -2.47 -2.00 0.10



Computed energies relative to the best structure, in kcal/mol: *A* 40.3; *B* 0.0



*A*
13
Properties=species:S:1:pos:R:3:nbo_charge:R:1 method="wB97M-V/def2-TZVPD" homo_lumo_gap_ev=7.1 e_lumo_ev=3.4 total_charge=-1
H -0.29 1.98 0.39 0.51
O -3.15 -0.38 -0.13 -0.71
O 0.54 1.71 0.06 -0.72
H 2.72 0.72 0.19 0.21
O -2.22 1.64 0.02 -0.76
C 0.58 0.35 -0.04 0.24
C -0.55 -0.38 -0.07 -0.45
S -0.49 -2.16 -0.04 -0.08
H 2.33 -0.95 0.60 0.20
C 2.10 -0.10 -0.17 -0.66
C -2.28 0.43 -0.11 0.88
H 2.43 -0.56 -1.01 0.20
H -1.72 -2.30 0.32 0.14



*B*
13
Properties=species:S:1:pos:R:3:nbo_charge:R:1 method="wB97M-V/def2-TZVPD" homo_lumo_gap_ev=6.6 e_lumo_ev=3.6 total_charge=-1
C -0.68 -0.93 -0.38 -0.67
H 2.25 0.43 -1.17 0.50
H -1.37 -0.97 0.53 0.22
O 3.25 1.89 0.10 -0.66
C 0.48 0.01 -0.20 0.14
H -1.24 -0.46 -1.32 0.19
H -0.53 -1.97 -0.61 0.21
H 0.14 2.02 2.59 0.12
C 2.56 2.28 0.96 1.02
S -0.70 1.54 1.69 -0.14
C 0.63 1.05 0.60 -0.54
O 2.29 3.01 1.85 -0.63
O 1.58 -0.27 -1.09 -0.78



Computed energies relative to the best structure, in kcal/mol: *A* 0.0; *B* 16.1